No. 1
18
Properties=species:S:1:pos:R:3:lowdin_charge:R:1 method="wB97M-V/def2-TZVPD" total_charge=0 e_above_lowest_kj_mol=100.87 molar_mass_g_mol=105.1 homo_lumo_gap_ev=9.61
O -0.442 1.577 0.203 0.028
O 3.125 0.727 0.395 -0.067
N -0.370 -0.559 -0.491 -0.145
C -0.959 0.470 0.189 -0.512
C -2.246 0.203 0.915 0.004
C 0.886 -0.321 -1.161 -0.067
C -0.729 -1.952 -0.263 -0.062
H 1.807 -0.516 -0.630 0.060
H -2.160 0.464 1.970 0.091
H -2.597 -0.815 0.858 0.050
H -3.030 0.854 0.528 0.091
H 0.870 0.709 -1.477 0.084
H 2.883 1.621 0.676 0.052
H -1.178 -2.226 0.693 0.076
H -1.632 -2.211 -0.847 0.090
H 3.310 0.308 1.251 0.051
H 0.087 -2.558 -0.628 0.083
H 0.956 -0.932 -2.069 0.092

No. 2
18
Properties=species:S:1:pos:R:3:lowdin_charge:R:1 method="wB97M-V/def2-TZVPD" total_charge=0 e_above_lowest_kj_mol=364.08 molar_mass_g_mol=105.1 homo_lumo_gap_ev=9.66
O 1.291 2.549 -1.097 -0.038
O -1.329 -2.096 1.687 -0.087
N 0.457 -1.276 -0.823 0.052
C -1.459 -1.012 0.675 -0.182
C -0.105 -0.442 0.224 -0.378
C 1.258 1.242 -0.623 -0.332
C -0.160 1.089 -0.108 -0.103
H -0.124 1.832 0.627 0.095
H 1.335 -0.957 -1.035 0.008
H -2.194 -2.469 1.688 0.048
H 1.521 0.781 -1.514 0.085
H 2.002 0.792 0.138 0.161
H 1.608 2.997 -0.337 0.069
H 0.435 -2.234 -1.091 0.084
H -1.993 -0.298 1.384 0.130
H -2.224 -1.148 -0.040 0.099
H -1.013 1.369 -0.858 0.163
H 0.547 -0.613 1.066 0.126

No. 3
18
Properties=species:S:1:pos:R:3:lowdin_charge:R:1 method="wB97M-V/def2-TZVPD" total_charge=0 e_above_lowest_kj_mol=188.02 molar_mass_g_mol=105.1 homo_lumo_gap_ev=8.94
O -1.884 -1.928 -0.705 0.047
O 1.468 -2.119 -2.080 -0.064
N 0.390 1.652 0.147 -0.149
C -0.432 0.555 -0.287 -0.224
C 0.232 2.431 1.363 -0.126
C -0.248 -0.754 0.509 -0.144
C -1.452 -1.641 0.376 -0.289
H 0.873 3.301 1.273 0.072
H 0.162 -0.680 1.504 0.103
H 1.325 1.584 -0.205 0.100
H 0.445 -1.396 -0.047 0.091
H -0.144 0.421 -1.317 0.111
H 0.504 1.870 2.269 0.065
H -1.485 0.815 -0.266 0.114
H 1.192 -1.816 -2.968 0.054
H 1.798 -2.997 -2.321 0.043
H -0.809 2.737 1.453 0.075
H -1.934 -2.034 1.303 0.120